{
  "formula": "C4H16O8Y",
  "method": "ωB97M-V/def2-TZVPD",
  "largest_force_ev_per_a": 4.09,
  "e_above_lowest_ev": 0.0000,
  "lumo_ev": 2.03,
  "homo_lumo_gap_ha": 0.1866,
  "charge": -1,
  "elements": ["Y", "O", "C", "C", "O", "H", "H", "H", "H", "O", "C", "C", "O", "H", "H", "H", "H", "O", "H", "H", "O", "H", "H", "O", "H", "H", "O", "H", "H"],
  "xyz": [[0.069, -0.026, 0.283], [-0.695, 2.201, 0.648], [0.060, 3.160, -0.073], [1.274, 2.620, -0.913], [1.598, 1.255, -0.837], [0.485, 3.818, 0.710], [-0.683, 3.728, -0.651], [2.150, 3.290, -0.804], [1.050, 2.813, -1.985], [-2.290, -0.480, -0.052], [-2.573, -0.870, -1.371], [-1.426, -1.613, -2.111], [-0.084, -1.277, -1.858], [-2.899, 0.040, -1.912], [-3.466, -1.525, -1.383], [-1.578, -1.542, -3.204], [-1.528, -2.679, -1.806], [1.710, 0.313, 2.004], [1.668, 0.868, 2.791], [2.614, -0.015, 1.960], [-1.052, -0.133, 2.464], [-2.002, -0.292, 2.315], [-0.896, -0.268, 3.402], [2.387, -1.585, -0.224], [2.172, -2.117, -1.010], [3.329, -1.706, -0.065], [0.157, -2.281, 1.171], [0.961, -2.799, 1.030], [-0.512, -2.898, 1.483]],
  "forces_ev_per_angstrom": [[-1.6, 1.9, -3.3], [1.4, -1.5, -0.7], [-0.2, -0.8, 1.8], [-0.3, -0.3, -1.8], [-0.8, 0.3, 1.5], [0.1, 0.5, -0.3], [0.5, 0.3, -0.5], [0.1, -0.1, 0.7], [-0.3, 0.1, 0.0], [1.6, -0.7, 0.2], [0.0, 0.9, 0.7], [0.9, -0.8, 0.3], [-0.5, 1.1, 1.7], [0.3, -0.1, -0.3], [0.1, -0.2, -0.2], [-0.5, -0.1, 0.0], [-0.4, -0.1, -0.3], [0.6, -0.3, 1.0], [-0.2, 0.1, -0.3], [-0.1, 0.1, -0.3], [-0.7, -0.2, 0.6], [0.3, 0.2, -0.5], [0.1, 0.0, -0.1], [0.2, -0.7, 0.3], [-0.4, 0.6, -0.1], [-0.1, 0.2, -0.2], [0.4, -0.9, 0.6], [-0.1, 0.3, -0.3], [-0.2, 0.3, -0.2]],
  "nbo_charge": [2.10, -0.97, -0.07, -0.07, -0.97, 0.10, 0.13, 0.10, 0.11, -1.00, -0.07, -0.06, -0.99, 0.11, 0.11, 0.12, 0.09, -0.93, 0.50, 0.49, -0.94, 0.53, 0.48, -0.94, 0.52, 0.47, -0.94, 0.50, 0.50]
}